Entry 1:
ORCA calculation (wB97M-V/def2-TZVPD) on a cluster of 7 separate species, C28H60O15PS in total in a non-equilibrium geometry.

Computed properties:
- orbital gap (eV) = 7.60
- highest occupied orbital energy (eV) = -11.3
- net charge = +1
- 2S+1 = 1
- LUMO level (Ha) = -0.1374
- total energy (Eh) = -2970.7458

Geometry (Å):
C  -1.213  -0.616  -1.311
C  -2.089  -0.056  -0.113
C  -1.459  -0.560  1.238
O  -1.557  -1.995  1.195
C  -1.024  -2.635  2.319
S  -0.379  -1.495  3.627
P  1.729  -1.035  3.354
O  1.949  0.234  2.289
O  2.577  -2.379  2.868
H  -0.529  -1.431  -0.991
H  -0.557  0.176  -1.735
H  -1.870  -1.050  -2.092
H  -3.137  -0.389  -0.201
H  -1.979  1.044  -0.159
H  -0.413  -0.169  1.228
H  -2.085  -0.081  2.045
H  -1.839  -3.242  2.785
H  -0.234  -3.343  1.976
H  -0.392  -2.261  4.779
H  2.204  -0.091  1.409
H  2.047  -2.975  2.289
O  -2.626  1.682  2.226
C  -3.440  2.170  2.978
O  -4.733  2.121  2.656
C  -5.794  2.511  3.542
C  -6.037  4.004  3.485
C  -3.010  2.905  4.218
H  -5.605  2.154  4.556
H  -6.682  1.987  3.191
H  -5.162  4.568  3.813
H  -6.881  4.279  4.118
H  -6.249  4.314  2.461
H  -2.727  3.922  3.947
H  -2.144  2.396  4.640
H  -3.765  2.933  5.000
O  0.038  3.461  6.164
C  0.773  2.587  6.542
O  0.641  2.105  7.785
C  1.346  0.958  8.275
C  2.726  1.330  8.774
C  1.892  2.089  5.669
H  1.371  0.166  7.522
H  0.752  0.577  9.105
H  3.348  1.734  7.974
H  3.229  0.459  9.196
H  2.655  2.102  9.541
H  2.741  2.766  5.754
H  1.541  2.080  4.636
H  2.209  1.073  5.895
O  2.397  -4.103  0.788
C  2.345  -5.310  0.687
O  2.800  -6.065  1.683
C  2.637  -7.493  1.747
C  3.724  -8.206  0.970
C  1.860  -5.960  -0.577
H  1.634  -7.784  1.431
H  2.717  -7.754  2.802
H  3.690  -7.956  -0.091
H  3.622  -9.286  1.074
H  4.707  -7.908  1.335
H  2.676  -5.985  -1.299
H  1.045  -5.360  -0.982
H  1.467  -6.963  -0.435
O  2.575  -1.353  -6.874
C  1.762  -0.847  -6.150
O  0.463  -0.886  -6.487
C  -0.605  -0.470  -5.617
C  -0.826  1.025  -5.699
C  2.183  -0.095  -4.916
H  -0.431  -0.816  -4.595
H  -1.499  -0.982  -5.969
H  0.055  1.581  -5.371
H  -1.672  1.321  -5.079
H  -1.024  1.321  -6.729
H  2.482  0.914  -5.200
H  3.036  -0.610  -4.476
H  1.417  -0.046  -4.145
O  -3.008  -0.921  -7.748
C  -2.443  -1.224  -8.769
O  -3.017  -0.932  -9.943
C  -2.364  -1.088  -11.209
C  -2.487  -2.507  -11.721
C  -1.152  -1.996  -8.746
H  -1.328  -0.748  -11.156
H  -2.877  -0.411  -11.892
H  -2.000  -3.219  -11.053
H  -2.035  -2.598  -12.710
H  -3.537  -2.797  -11.785
H  -1.376  -3.056  -8.620
H  -0.546  -1.652  -7.896
H  -0.540  -1.856  -9.634
O  4.863  6.913  2.464
C  3.731  6.551  2.302
O  3.122  5.836  3.262
C  1.730  5.502  3.249
C  1.476  4.254  2.429
C  3.012  6.811  1.005
H  1.128  6.351  2.921
H  1.457  5.312  4.287
H  1.753  4.393  1.382
H  0.422  3.975  2.472
H  2.077  3.426  2.808
H  3.304  6.052  0.279
H  3.313  7.791  0.637
H  1.928  6.833  1.095

Results of the Mulliken charge analysis, in e, for atoms 1 through 99:
1. C -1.033
2. C -0.434
3. C -0.342
4. O -0.338
5. C -0.180
6. S 0.063
7. P 0.598
8. O -0.384
9. O -0.422
10. H 0.232
11. H 0.288
12. H 0.255
13. H 0.468
14. H 0.192
15. H 0.058
16. H 0.690
17. H 0.371
18. H 0.126
19. H 0.314
20. H 0.329
21. H 0.321
22. O -0.632
23. C 0.697
24. O -0.388
25. C -0.380
26. C -0.982
27. C -0.857
28. H 0.356
29. H 0.312
30. H 0.273
31. H 0.363
32. H 0.312
33. H 0.281
34. H 0.081
35. H 0.424
36. O -0.552
37. C 0.674
38. O -0.383
39. C -0.232
40. C -0.979
41. C -0.352
42. H 0.208
43. H 0.341
44. H 0.269
45. H 0.364
46. H 0.306
47. H 0.299
48. H -0.310
49. H 0.414
50. O -0.713
51. C 0.817
52. O -0.331
53. C -0.410
54. C -0.998
55. C -1.079
56. H 0.367
57. H 0.308
58. H 0.282
59. H 0.366
60. H 0.317
61. H 0.311
62. H 0.309
63. H 0.368
64. O -0.576
65. C 0.712
66. O -0.420
67. C -0.132
68. C -1.186
69. C -0.760
70. H 0.227
71. H 0.304
72. H 0.353
73. H 0.361
74. H 0.317
75. H 0.241
76. H 0.329
77. H 0.107
78. O -0.590
79. C 0.692
80. O -0.369
81. C -0.372
82. C -0.933
83. C -0.214
84. H 0.362
85. H 0.305
86. H 0.272
87. H 0.349
88. H 0.298
89. H 0.245
90. H -0.191
91. H 0.277
92. O -0.560
93. C 0.717
94. O -0.386
95. C -0.533
96. C -0.523
97. C -0.885
98. H 0.391
99. H 0.242

***

Entry 2:
ORCA calculation (wB97M-V/def2-TZVPD) on a cluster of 2 separate species, C28H61N5O9P3 in total in a non-equilibrium geometry.

Computed properties:
- orbital gap (eV) = 6.00
- highest occupied orbital energy (eV) = -10.5
- net charge = +1
- 2S+1 = 1
- LUMO level (Ha) = -0.1639
- total energy (Eh) = -3078.0234

Geometry (Å):
C  -5.558  2.400  2.121
C  -5.624  1.471  1.056
C  -4.543  0.366  0.697
C  -3.319  0.864  -0.240
P  -3.653  0.111  -2.004
O  -2.797  0.924  -3.221
O  -5.276  -0.180  -2.316
C  -1.914  0.139  0.140
C  -1.896  -1.439  0.169
C  -2.653  -2.239  1.316
C  -1.929  -3.688  1.524
C  -1.827  -4.141  3.056
C  -1.031  -5.570  3.106
C  0.232  -5.394  4.088
C  -1.064  0.937  1.246
C  0.202  0.190  1.837
C  0.054  -0.821  3.022
O  0.422  -0.165  4.301
C  0.046  -1.137  5.303
O  0.596  -2.263  5.369
C  -1.083  -0.836  6.403
C  -2.489  -1.588  6.089
P  -2.127  1.617  2.714
C  -0.928  2.655  3.800
O  -2.714  0.411  3.740
N  -0.737  2.222  0.572
C  0.501  2.399  -0.158
C  0.441  2.232  -1.789
C  1.310  0.891  -2.142
C  2.756  1.211  -2.750
C  3.738  1.527  -1.498
N  5.141  1.187  -1.893
C  -1.897  2.896  0.033
N  -1.669  4.227  -0.270
N  -3.210  2.349  -0.220
P  -4.119  3.285  -1.339
O  -5.470  2.751  -1.808
O  -3.263  3.827  -2.724
O  -4.539  4.752  -0.526
H  -6.020  3.437  1.940
H  -5.119  2.213  3.149
H  -6.535  1.558  0.362
H  -5.116  -0.526  0.240
H  -4.173  -0.035  1.715
H  -1.930  0.480  -3.357
H  -5.912  0.227  -1.688
H  -1.319  0.361  -0.838
H  -2.212  -1.945  -0.820
H  -0.784  -1.759  0.248
H  -3.702  -2.507  0.909
H  -2.827  -1.698  2.298
H  -0.876  -3.724  1.090
H  -2.554  -4.473  0.970
H  -1.228  -3.431  3.712
H  -2.879  -4.370  3.429
H  -1.724  -6.385  3.509
H  -0.659  -5.834  2.061
H  0.927  -4.549  3.761
H  -0.099  -5.232  5.174
H  0.830  -6.378  4.027
H  0.726  -0.352  0.959
H  0.963  0.999  2.157
H  -0.941  -1.331  3.193
H  0.834  -1.662  2.891
H  -0.699  -1.289  7.383
H  -1.278  0.273  6.570
H  -2.814  -2.214  6.994
H  -2.442  -2.245  5.154
H  -3.291  -0.780  5.905
H  -1.121  2.486  4.917
H  -1.107  3.768  3.553
H  0.168  2.442  3.581
H  -3.506  0.731  4.238
H  0.801  3.515  -0.044
H  1.438  1.844  0.149
H  -0.606  2.013  -2.177
H  0.896  3.153  -2.296
H  0.718  0.323  -2.957
H  1.323  0.186  -1.238
H  2.758  2.021  -3.549
H  3.123  0.237  -3.250
H  3.402  0.803  -0.664
H  3.575  2.612  -1.190
H  5.669  2.071  -1.911
H  5.512  0.619  -1.113
H  -1.325  4.533  -1.186
H  -1.829  4.917  0.482
H  -3.859  3.824  -3.506
H  -3.943  5.455  -0.890
C  8.134  -1.194  -5.511
C  6.840  -0.768  -4.821
C  5.563  -1.206  -5.568
O  5.265  -0.446  -6.734
C  6.029  -0.796  -7.877
N  6.869  0.685  -4.613
H  8.387  -0.560  -6.361
H  8.973  -1.132  -4.811
H  8.070  -2.228  -5.862
H  6.824  -1.253  -3.839
H  4.712  -1.053  -4.895
H  5.581  -2.278  -5.802
H  6.236  -1.869  -7.921
H  6.960  -0.226  -7.895
H  5.459  -0.516  -8.766
H  6.059  0.951  -4.054
H  6.693  1.125  -5.517

Results of the Mulliken charge analysis, in e, for atoms 1 through 99:
1. C -0.505
2. C -0.483
3. C -0.492
4. C 1.532
5. P 0.185
6. O -0.509
7. O -0.487
8. C -0.462
9. C -2.245
10. C 0.044
11. C -1.233
12. C 0.650
13. C -0.619
14. C -0.912
15. C 1.882
16. C -1.483
17. C -0.019
18. O -0.398
19. C 0.414
20. O -0.497
21. C -0.301
22. C -0.552
23. P 0.030
24. C -1.149
25. O -0.252
26. N 0.622
27. C -1.287
28. C 0.183
29. C -0.897
30. C -0.130
31. C -0.300
32. N -0.446
33. C -1.548
34. N -0.232
35. N 1.720
36. P 0.733
37. O -0.683
38. O -0.550
39. O -0.548
40. H 0.234
41. H 0.173
42. H 0.221
43. H 0.729
44. H 0.010
45. H 0.385
46. H 0.375
47. H -0.178
48. H 0.370
49. H 0.350
50. H 0.667
51. H -0.070
52. H 0.437
53. H 0.318
54. H -0.545
55. H 0.298
56. H 0.296
57. H 0.339
58. H 0.185
59. H 0.232
60. H 0.375
61. H 0.101
62. H 0.555
63. H -0.477
64. H 0.499
65. H 0.366
66. H 0.211
67. H 0.398
68. H 0.058
69. H 0.033
70. H 0.370
71. H 0.350
72. H 0.257
73. H 0.340
74. H 0.312
75. H 0.642
76. H -0.106
77. H 0.496
78. H 0.238
79. H 0.203
80. H 0.342
81. H -0.109
82. H 0.075
83. H 0.182
84. H 0.285
85. H 0.229
86. H 0.271
87. H 0.274
88. H 0.330
89. H 0.308
90. C -1.500
91. C 0.470
92. C -0.481
93. O -0.401
94. C -0.640
95. N -0.711
96. H 0.287
97. H 0.370
98. H 0.348
99. H 0.379